Entry from the Open Molecules 2025 dataset: an isolated molecule of C18H20F3N3O4S (ωB97M-V with the def2-TZVPD basis set).

Computed properties:
**Molar mass**: 431.44 g/mol
**Total charge**: 0
**SMILES**: COCCNC(=O)CSc1nc(-c2ccc(OC)c(OC)c2)cc(C(F)(F)F)n1
**Energy relative to the best compared isomer or geometry (same formula, charge and spin)**: 0.0 kcal per mole
**LUMO**: -0.23 eV

Each atom is followed by the atoms it is bonded to, with distances in Å.
Element x y z (Å)
1 C -1.56 -2.24 -4.02  O2 1.408, H30 1.096, H31 1.095, H32 1.088
2 O -0.71 -1.64 -3.06  C1 1.408, C3 1.402
3 C -1.21 -1.63 -1.76  O2 1.402, C4 1.542, H33 1.094, H34 1.103
4 C -1.16 -3.00 -1.05  C3 1.542, N5 1.442, H35 1.092, H36 1.092
5 N -1.62 -2.89 0.31  C4 1.442, C6 1.346, H37 1.011
6 C -0.78 -2.65 1.33  N5 1.346, O7 1.212, C8 1.524
7 O 0.43 -2.70 1.25  C6 1.212
8 C -1.46 -2.35 2.67  C6 1.524, S9 1.819, H38 1.091, H39 1.089
9 S -3.05 -1.49 2.51  C8 1.819, C10 1.745
10 C -2.53 -0.07 1.62  S9 1.745, N11 1.319, N29 1.326
11 N -1.24 0.12 1.44  C10 1.319, C12 1.335
12 C -0.85 1.22 0.80  N11 1.335, C13 1.453, C23 1.409
13 C 0.58 1.45 0.64  C12 1.453, C14 1.392, C22 1.403
14 C 1.07 2.74 0.44  C13 1.392, C15 1.383, H40 1.078
15 C 2.43 2.95 0.32  C14 1.383, C16 1.387, H41 1.078
16 C 3.33 1.90 0.37  C15 1.387, O17 1.351, C19 1.420
17 O 4.67 2.00 0.25  C16 1.351, C18 1.407
18 C 5.24 3.27 0.05  O17 1.407, H42 1.095, H43 1.095, H44 1.089
19 C 2.84 0.58 0.57  C16 1.420, O20 1.351, C22 1.381
20 O 3.78 -0.39 0.60  C19 1.351, C21 1.412
21 C 3.36 -1.73 0.71  O20 1.412, H45 1.092, H46 1.088, H47 1.093
22 C 1.48 0.38 0.72  C13 1.403, C19 1.381, H48 1.077
23 C -1.81 2.11 0.28  C12 1.409, C24 1.379, H49 1.075
24 C -3.13 1.78 0.52  C23 1.379, C25 1.512, N29 1.326
25 C -4.27 2.63 -0.02  C24 1.512, F26 1.334, F27 1.344, F28 1.343
26 F -5.20 2.89 0.90  C25 1.334
27 F -4.88 2.02 -1.05  C25 1.344
28 F -3.84 3.81 -0.49  C25 1.343
29 N -3.51 0.71 1.20  C10 1.326, C24 1.326
30 H -2.57 -1.80 -3.98  C1 1.096
31 H -1.64 -3.32 -3.88  C1 1.095
32 H -1.12 -2.03 -4.99  C1 1.088
33 H -0.58 -0.93 -1.21  C3 1.094
34 H -2.25 -1.25 -1.74  C3 1.103
35 H -1.79 -3.73 -1.58  C4 1.092
36 H -0.13 -3.35 -1.03  C4 1.092
37 H -2.61 -2.75 0.46  N5 1.011
38 H -1.68 -3.29 3.19  C8 1.091
39 H -0.78 -1.75 3.28  C8 1.089
40 H 0.41 3.59 0.41  C14 1.078
41 H 2.79 3.96 0.18  C15 1.078
42 H 5.03 3.94 0.89  C18 1.095
43 H 4.88 3.73 -0.88  C18 1.095
44 H 6.31 3.11 -0.02  C18 1.089
45 H 2.83 -1.91 1.65  C21 1.092
46 H 4.27 -2.33 0.68  C21 1.088
47 H 2.70 -2.02 -0.11  C21 1.093
48 H 1.09 -0.61 0.89  C22 1.077
49 H -1.55 2.98 -0.28  C23 1.075